Entry 1:
The following is a DFT calculation (the ωB97M-V functional and the def2-TZVPD basis) of a molecular structure, C31H22AuF6I2NO3Si at a distorted geometry.

Structure (ORCA input):
```
! RIJCOSX wB97M-V def2-TZVPD def2/J DEFGRID3
* xyz 0 1
Au 0.392 -1.230 -0.776
I -4.835 -1.323 -0.509
C -3.483 -2.679 -1.299
C -3.923 -3.915 -1.824
C -3.052 -4.836 -2.341
I -3.801 -6.629 -3.095
C -1.668 -4.550 -2.353
C -0.642 -5.369 -2.878
C 0.663 -4.954 -2.840
C 0.984 -3.721 -2.253
N 0.042 -2.951 -1.762
C -1.266 -3.319 -1.802
C -2.149 -2.359 -1.279
O -1.670 -1.223 -0.784
H -4.983 -4.129 -1.816
H -0.900 -6.326 -3.312
H 1.456 -5.562 -3.250
H 2.002 -3.373 -2.148
C 3.868 -3.033 0.916
C 2.729 -2.012 0.976
O 2.126 -2.062 -0.275
C 1.747 -2.456 2.085
F 1.343 -3.719 1.857
F 2.335 -2.427 3.287
F 0.637 -1.713 2.149
C 3.329 -0.605 1.327
F 3.597 0.066 0.207
F 2.536 0.140 2.095
F 4.492 -0.732 1.997
H 3.448 -4.010 0.690
H 4.417 -3.077 1.852
H 4.545 -2.746 0.113
O 0.753 0.441 0.077
Si 0.026 1.885 0.361
C -1.403 1.762 1.564
C -2.012 2.901 2.101
C -3.104 2.807 2.949
C -3.615 1.559 3.283
C -3.032 0.416 2.758
C -1.940 0.522 1.907
C -0.655 2.528 -1.267
C 0.159 2.569 -2.404
C -0.325 2.993 -3.631
C -1.653 3.380 -3.754
C -2.483 3.336 -2.646
C -1.988 2.913 -1.419
C 1.351 3.010 1.054
C 2.479 3.327 0.291
C 3.502 4.108 0.801
C 3.420 4.595 2.099
C 2.318 4.284 2.879
C 1.298 3.496 2.360
H -1.629 3.885 1.848
H -3.558 3.704 3.350
H -4.464 1.481 3.950
H -3.426 -0.560 3.012
H -1.505 -0.381 1.503
H 1.194 2.251 -2.337
H 0.330 3.021 -4.493
H -2.038 3.709 -4.711
H -3.522 3.627 -2.735
H -2.657 2.876 -0.568
H 2.571 2.950 -0.720
H 4.368 4.333 0.191
H 4.214 5.212 2.500
H 2.254 4.646 3.897
H 0.456 3.247 2.994
*
```

Summary:
**Largest force on an atom**: 1.8 eV/Å
**Kohn-Sham gap**: 7.0680 eV
**Molecular weight**: 1049.4 g/mol


Entry 2:
The following is a DFT calculation (the ωB97M-V functional and the def2-TZVPD basis) of a molecular structure, C24H34F2NO20P2S2V at a distorted geometry.

Structure (ORCA input):
```
! RIJCOSX wB97M-V def2-TZVPD def2/J DEFGRID3
* xyz -2 3
V -0.247 0.369 0.015
N -0.371 0.547 -1.998
S -1.388 0.470 -3.211
O -1.358 -0.826 -3.885
O -1.841 1.755 -3.804
F -2.674 0.116 -2.245
S 0.850 0.790 -3.225
O 0.975 2.152 -3.665
O 1.190 -0.338 -4.113
F 2.037 0.661 -2.272
C -4.633 0.936 0.729
C -3.127 0.837 0.590
C -2.395 2.217 0.538
O -1.180 2.131 0.401
C -3.152 3.438 0.663
C -4.511 3.398 0.627
C -5.327 2.123 0.583
O -6.603 1.972 0.262
O -5.127 4.535 0.789
O -2.283 -0.067 0.644
H -5.076 -0.043 0.832
H -2.619 4.367 0.806
C 3.287 -1.960 0.873
C 3.770 -2.300 2.054
C 3.028 -2.080 3.364
O 3.249 -2.635 4.526
C 1.789 -1.453 3.365
C 1.228 -0.938 2.200
C 2.027 -1.207 0.815
O 1.379 -0.890 -0.168
O 0.182 -0.327 2.022
O 4.886 -3.031 1.869
H 3.761 -2.179 -0.072
H 1.290 -1.347 4.317
C -4.058 -4.087 -2.198
C -2.756 -3.309 -2.726
O -1.699 -3.947 -2.021
P -0.819 -3.384 -0.846
O -0.907 -1.876 -0.755
O -1.612 -4.150 0.243
C -1.695 -3.707 1.613
C -2.390 -4.822 2.391
O 0.565 -4.102 -1.031
C 1.558 -3.780 -1.967
C 1.117 -4.048 -3.426
H -4.936 -3.802 -2.778
H -3.914 -5.167 -2.199
H -4.171 -3.907 -1.129
H -2.608 -3.507 -3.788
H -2.778 -2.233 -2.550
H -0.677 -3.642 1.996
H -2.156 -2.728 1.742
H -2.069 -5.826 2.116
H -2.101 -4.717 3.436
H -3.467 -4.718 2.256
H 1.753 -2.735 -1.727
H 2.471 -4.346 -1.784
H 1.928 -3.609 -4.007
H 0.922 -5.116 -3.532
H 0.192 -3.519 -3.650
C 1.072 5.704 -2.341
C 0.743 4.792 -1.220
O 1.805 4.385 -0.417
P 1.776 3.186 0.737
O 1.266 1.879 0.192
O 3.216 3.287 1.493
C 4.383 2.944 0.811
C 4.852 1.556 1.102
O 0.834 3.960 1.825
C 1.092 3.709 3.170
C 0.472 2.430 3.768
H 1.771 5.211 -3.015
H 0.120 5.801 -2.864
H 1.293 6.644 -1.835
H -0.021 5.291 -0.624
H 0.088 4.023 -1.630
H 4.387 3.127 -0.263
H 5.166 3.577 1.228
H 5.843 1.296 0.731
H 4.884 1.285 2.158
H 4.094 0.896 0.681
H 2.173 3.745 3.306
H 0.834 4.636 3.682
H 0.533 2.315 4.850
H -0.500 2.192 3.334
H 1.109 1.722 3.238
*
```

Summary:
**<S²>**: 2.01
**Largest force on an atom**: 9.4 eV/Å
**Kohn-Sham gap (spin up / spin down)**: 5.5266 / 5.5846 eV
**Molecular weight**: 871.5 g/mol


Entry 3:
The following is a DFT calculation (the ωB97M-V functional and the def2-TZVPD basis) of a molecular structure, C13H14Cl2MnN5O6S at a distorted geometry.

Structure (ORCA input):
```
! RIJCOSX wB97M-V def2-TZVPD def2/J DEFGRID3
* xyz 1 6
Mn 9.802 8.612 9.274
O 5.950 6.800 7.882
C 6.958 7.557 8.315
O 7.996 7.794 7.732
C 6.657 8.214 9.644
C 5.362 8.235 10.176
C 5.185 8.947 11.340
C 6.266 9.548 11.971
C 7.506 9.421 11.390
N 7.680 8.775 10.246
C 8.751 9.946 11.944
O 8.711 10.801 12.966
O 9.818 9.695 11.438
H 6.316 6.312 7.137
H 4.540 7.745 9.696
H 4.210 8.979 11.826
H 6.057 10.126 12.847
H 7.826 11.102 13.263
N 11.817 7.661 9.544
N 11.690 6.265 9.573
C 10.445 5.769 10.031
O 10.368 4.660 10.532
O 9.505 6.648 9.898
H 12.545 7.944 8.882
H 12.101 8.013 10.443
H 12.533 5.767 9.857
Cl 11.350 7.966 6.462
C 10.354 7.541 5.028
Cl 9.832 8.946 4.148
H 9.454 7.088 5.412
H 11.005 6.892 4.429
S 8.722 10.854 7.378
C 10.048 11.475 8.183
N 10.493 12.729 7.981
C 11.461 13.302 8.730
C 12.105 12.549 9.681
C 11.725 11.187 9.729
N 10.774 10.668 9.030
H 10.064 13.309 7.253
H 11.639 14.328 8.583
H 12.902 12.926 10.274
H 12.226 10.541 10.430
*
```

Summary:
**<S²>**: 8.75
**Largest force on an atom**: 2.1 eV/Å
**Kohn-Sham gap (spin up / spin down)**: 7.4456 / 7.6615 eV
**Molecular weight**: 494.2 g/mol


Entry 4:
The following is a DFT calculation (the ωB97M-V functional and the def2-TZVPD basis) of 9 unconnected molecules or ions with the total composition C57H123N9O9 at a distorted geometry.

Structure (ORCA input):
```
! RIJCOSX wB97M-V def2-TZVPD def2/J DEFGRID3
* xyz 0 1
C 11.056 11.762 20.203
O 10.870 12.890 20.755
N 10.116 11.274 19.417
C 8.876 11.997 19.097
C 10.299 9.971 18.758
H 11.810 11.040 20.575
H 8.130 11.220 19.029
H 8.970 12.526 18.136
H 8.716 12.781 19.874
H 10.469 10.146 17.663
H 11.147 9.402 19.194
H 9.402 9.339 18.850
C 19.283 10.432 13.636
O 20.036 11.165 13.023
N 19.561 9.872 14.870
C 18.562 9.070 15.613
C 20.898 9.811 15.270
H 18.258 10.173 13.328
H 18.833 8.048 15.712
H 17.586 9.221 15.159
H 18.414 9.412 16.641
H 21.016 10.038 16.325
H 21.423 8.848 15.117
H 21.398 10.556 14.705
C 22.756 12.779 17.016
O 23.706 12.222 17.513
N 22.839 13.364 15.743
C 21.581 13.766 15.076
C 24.161 13.427 15.097
H 21.753 12.840 17.441
H 20.847 13.885 15.884
H 21.133 13.059 14.403
H 21.670 14.735 14.635
H 24.163 14.253 14.368
H 24.911 13.701 15.864
H 24.422 12.482 14.636
C 15.029 11.045 20.388
O 13.828 10.886 20.213
N 15.650 12.146 20.901
C 17.083 12.240 20.932
C 14.863 13.374 21.265
H 15.825 10.283 20.078
H 17.587 11.354 20.630
H 17.393 12.474 21.923
H 17.390 13.079 20.307
H 14.906 13.443 22.357
H 15.346 14.232 20.837
H 13.832 13.269 20.977
C 20.140 14.947 12.664
C 20.726 14.633 11.289
C 19.745 13.812 10.401
C 18.559 14.644 9.998
C 19.108 15.712 9.134
C 20.095 16.624 9.899
N 21.114 15.827 10.446
O 22.092 16.661 11.133
C 20.657 17.547 8.763
C 19.436 17.504 10.960
C 21.902 13.718 11.539
H 20.065 14.031 13.230
H 19.140 15.364 12.607
H 20.820 15.731 13.052
H 20.358 13.423 9.576
H 19.553 12.898 10.999
H 18.106 14.984 10.932
H 17.811 13.969 9.539
H 18.306 16.375 8.848
H 19.628 15.374 8.279
H 19.854 17.835 8.115
H 21.114 18.429 9.256
H 21.404 17.009 8.140
H 18.667 18.173 10.608
H 18.841 16.950 11.632
H 20.163 18.024 11.541
H 21.534 12.859 12.102
H 22.762 14.145 12.069
H 22.322 13.435 10.587
H 22.862 16.444 10.625
C 18.196 20.748 13.536
C 18.119 20.486 15.034
C 19.295 19.611 15.492
C 19.450 19.533 17.022
C 19.557 20.884 17.597
C 18.429 21.863 17.258
N 18.333 21.836 15.736
O 17.304 22.759 15.349
C 17.146 21.437 17.997
C 18.841 23.360 17.711
C 16.752 19.791 15.279
H 18.228 19.870 12.906
H 19.135 21.264 13.262
H 17.349 21.372 13.332
H 19.254 18.571 15.232
H 20.135 20.115 15.055
H 20.367 18.975 17.241
H 18.592 18.962 17.413
H 20.399 21.436 17.202
H 19.654 20.859 18.685
H 16.884 20.335 18.037
H 17.172 21.821 19.061
H 16.232 21.839 17.567
H 19.830 23.667 17.325
H 18.030 24.004 17.269
H 18.796 23.365 18.808
H 16.655 19.047 14.492
H 15.997 20.537 15.250
H 16.652 19.354 16.253
H 17.818 23.354 14.812
C 12.587 15.893 20.235
C 11.667 16.736 19.342
C 11.073 17.953 20.132
C 12.049 19.026 20.521
C 12.565 19.504 19.190
C 13.290 18.475 18.310
N 12.277 17.405 18.164
O 12.999 16.412 17.390
C 13.582 19.181 17.010
C 14.573 18.033 19.093
C 10.535 15.833 18.800
H 13.216 15.261 19.608
H 13.199 16.516 20.871
H 12.015 15.196 20.845
H 10.252 18.371 19.541
H 10.650 17.544 21.059
H 11.601 19.934 20.967
H 12.861 18.629 21.177
H 13.287 20.342 19.193
H 11.684 19.890 18.655
H 12.634 19.475 16.635
H 14.111 18.596 16.266
H 14.191 20.050 17.254
H 15.076 18.943 19.288
H 15.107 17.386 18.401
H 14.427 17.542 20.060
H 10.999 14.949 18.264
H 9.965 15.430 19.657
H 9.790 16.421 18.260
H 12.328 15.908 16.934
C 18.432 14.151 17.666
C 17.301 14.854 16.758
C 17.738 14.722 15.304
C 17.652 13.317 14.739
C 16.227 12.762 14.951
C 15.705 12.917 16.411
N 15.940 14.299 16.769
O 15.430 14.451 18.086
C 14.204 12.668 16.361
C 16.272 11.863 17.328
C 17.225 16.328 17.105
H 18.174 14.127 18.730
H 19.389 14.692 17.603
H 18.697 13.130 17.343
H 17.294 15.515 14.704
H 18.800 15.118 15.216
H 18.425 12.677 15.179
H 17.817 13.398 13.663
H 16.155 11.723 14.663
H 15.492 13.348 14.376
H 13.719 13.464 15.799
H 14.083 11.752 15.765
H 13.855 12.498 17.353
H 15.750 10.943 17.231
H 17.328 11.729 17.208
H 16.223 12.224 18.361
H 16.299 16.766 16.706
H 18.135 16.808 16.664
H 17.171 16.499 18.180
H 14.625 15.007 17.890
C 14.153 17.817 9.605
C 14.367 16.999 10.857
C 15.639 17.484 11.529
C 15.846 16.857 12.849
C 14.612 17.165 13.728
C 13.288 16.729 13.116
N 13.287 17.296 11.759
O 12.039 16.900 11.170
C 12.927 15.224 13.235
C 12.169 17.553 13.903
C 14.454 15.547 10.489
H 13.330 17.480 8.954
H 15.089 17.813 9.040
H 13.936 18.847 9.909
H 16.531 17.247 10.907
H 15.549 18.567 11.661
H 16.716 17.309 13.359
H 16.012 15.785 12.827
H 14.442 18.246 13.796
H 14.690 16.814 14.769
H 12.080 15.075 12.513
H 13.681 14.624 12.711
H 12.696 14.968 14.262
H 12.289 17.245 14.934
H 12.329 18.657 13.864
H 11.221 17.325 13.471
H 15.054 15.426 9.598
H 13.441 15.244 10.188
H 14.861 14.879 11.238
H 11.557 17.692 11.126
*
```

Summary:
**SMILES**: CC1(C)CCCC(C)(C)N1O.CC1(C)CCCC(C)(C)N1O.CC1(C)CCCC(C)(C)N1O.CC1(C)CCCC(C)(C)N1O.CC1(C)CCCC(C)(C)N1O.CN(C)C=O.CN(C)C=O.CN(C)C=O.CN(C)C=O
**Largest force on an atom**: 4.3 eV/Å
**Kohn-Sham gap**: 8.9363 eV
**Molecular weight**: 1078.7 g/mol


Entry 5:
The following is a DFT calculation (the ωB97M-V functional and the def2-TZVPD basis) of 2 unconnected molecules or ions with the total composition C4H8N2O at a distorted geometry.

Structure (ORCA input):
```
! RIJCOSX wB97M-V def2-TZVPD def2/J DEFGRID3
* xyz 0 1
C 1.623 0.006 0.665
C 0.565 -0.419 -0.323
O 0.418 -1.577 -0.658
C -2.015 -1.140 0.666
N -2.227 -2.277 0.864
C -0.119 0.700 -1.046
N -0.270 1.983 -0.412
H 1.164 -0.064 1.654
H 1.976 1.032 0.511
H 2.462 -0.686 0.610
H 0.716 0.691 -1.791
H -2.218 -3.273 0.941
H -1.035 0.366 -1.541
H -1.062 2.541 -0.682
H 0.022 2.117 0.541
*
```

Summary:
**Largest force on an atom**: 1.3 eV/Å
**Kohn-Sham gap**: 9.8445 eV
**Molecular weight**: 100.1 g/mol


Entry 6:
The following is a DFT calculation (the ωB97M-V functional and the def2-TZVPD basis) of 2 unconnected molecules or ions with the total composition C3H8O2S at a distorted geometry.

Structure (ORCA input):
```
! RIJCOSX wB97M-V def2-TZVPD def2/J DEFGRID3
* xyz 0 1
C -1.885 0.655 0.639
C 0.270 -1.297 0.656
C 1.132 0.820 -0.857
O -1.029 -0.639 -1.531
O -2.930 0.208 0.070
S -0.455 0.045 -0.383
H -1.209 2.034 -0.756
H -0.549 -1.952 0.932
H 1.016 -1.852 0.102
H 0.691 -0.843 1.543
H 0.904 1.608 -1.564
H 1.583 1.223 0.040
H 1.743 0.047 -1.307
H -2.768 -0.255 -0.787
*
```

Summary:
**Largest force on an atom**: 2.8 eV/Å
**Kohn-Sham gap**: 8.4796 eV
**Molecular weight**: 108.2 g/mol


Entry 7:
The following is a DFT calculation (the ωB97M-V functional and the def2-TZVPD basis) of 5 unconnected molecules or ions with the total composition CH11NO6 at a distorted geometry.

Structure (ORCA input):
```
! RIJCOSX wB97M-V def2-TZVPD def2/J DEFGRID3
* xyz 0 1
N -0.245 -1.541 1.680
C 0.922 -0.771 1.882
O 1.112 0.154 0.958
O 1.574 -0.906 2.884
H -0.208 -2.394 2.207
H -0.756 -1.331 0.841
H 0.373 0.457 0.438
H -3.834 -1.571 -0.046
H -4.648 -0.363 -0.690
O -4.218 -1.188 -0.857
H -0.132 1.282 -3.349
H 0.731 2.051 -2.333
O -0.169 1.742 -2.500
H -2.145 -0.200 -0.831
H -0.910 0.441 -1.649
O -1.192 -0.180 -0.955
H 2.559 1.460 -1.034
H 3.832 2.405 -1.299
O 2.940 2.162 -1.560
*
```

Summary:
**SMILES**: NC(=O)O.O.O.O.O
**Largest force on an atom**: 3.4 eV/Å
**Kohn-Sham gap**: 10.3170 eV
**Molecular weight**: 133.1 g/mol